ORCA calculation (wB97M-V/def2-TZVPD) on C8F24HfN3O18S8 as an isolated structure.

```
! wB97M-V def2-TZVPD RIJCOSX def2/J DEFGRID3
* xyz -1 1
Hf -0.332 0.027 -0.056
C -1.722 -3.665 2.479
F -2.526 -4.321 3.309
F -0.461 -3.852 2.864
F -1.893 -4.143 1.250
S -2.111 -1.866 2.537
O -1.669 -1.477 3.837
O -1.213 -1.288 1.472
O -3.499 -1.731 2.231
C -2.718 -1.749 -3.226
F -2.769 -0.498 -3.660
F -3.901 -2.313 -3.433
F -1.780 -2.409 -3.892
S -2.325 -1.842 -1.399
O -3.109 -2.889 -0.887
O -0.847 -1.929 -1.325
O -2.529 -0.502 -0.799
C 3.782 -0.525 1.762
F 4.358 -0.964 2.874
F 3.875 0.794 1.726
F 4.318 -1.080 0.717
S 1.940 -0.987 1.904
O 1.805 -1.934 2.925
O 1.134 0.229 1.920
N 1.359 -1.458 0.368
S 1.823 -3.012 0.064
O 2.964 -3.414 0.804
O 0.701 -3.883 0.060
C 2.397 -2.939 -1.685
F 1.450 -2.474 -2.504
F 3.481 -2.182 -1.767
F 2.688 -4.178 -2.051
C -0.063 3.652 2.685
F 1.098 3.128 3.065
F -0.444 4.540 3.588
F 0.081 4.238 1.509
S -1.308 2.248 2.663
O -0.739 1.228 3.457
O -2.550 2.780 3.102
N -1.364 1.750 1.011
S -2.509 2.667 0.302
O -2.507 4.051 0.640
O -2.441 2.322 -1.091
C -4.181 1.940 0.822
F -4.023 1.039 1.783
F -4.961 2.913 1.262
F -4.701 1.340 -0.229
C 1.447 0.236 -4.063
F 0.609 -0.706 -4.463
F 2.513 -0.297 -3.513
F 1.776 1.001 -5.070
S 0.479 1.316 -2.809
O 0.383 2.646 -3.259
O -0.748 0.620 -2.478
N 1.199 1.186 -1.238
S 2.740 1.717 -1.460
O 3.659 0.835 -0.814
O 3.098 2.084 -2.790
C 2.720 3.235 -0.452
F 3.903 3.796 -0.396
F 1.824 4.088 -0.949
F 2.336 2.861 0.765
*
```

The HOMO energy is -8.0 eV. The value obtained for the calculated total energy is -202832.82124 eV. The largest force on an atom is 0.0724 hartree/bohr. The calculation puts the LUMO energy at 1.418 eV.

ORCA calculation (wB97M-V/def2-TZVPD) on a 7-piece molecular cluster, C21H49Br2IO9S6 overall.

```
! wB97M-V def2-TZVPD RIJCOSX def2/J DEFGRID3
* xyz 0 1
C 2.941 2.373 -0.833
C 2.331 3.232 -1.930
Br 1.190 4.600 -1.141
C 1.563 2.487 -3.042
Br 2.933 2.021 -4.362
C 0.790 1.271 -2.551
O 0.790 0.216 -3.534
C -0.475 -0.162 -3.791
O -0.866 -0.681 -4.824
O -1.220 0.124 -2.705
C -0.757 1.413 -2.238
C -1.646 2.456 -2.929
C -2.899 2.788 -2.089
C -2.764 3.798 -0.961
I -2.800 5.799 -1.716
H 3.474 1.528 -1.271
H 2.169 1.973 -0.170
H 3.619 2.965 -0.217
H 3.128 3.798 -2.407
H 0.908 3.169 -3.576
H 1.277 0.830 -1.687
H -0.906 1.378 -1.160
H -2.028 1.980 -3.836
H -1.136 3.375 -3.215
H -3.301 1.847 -1.695
H -3.666 3.176 -2.766
H -3.648 3.762 -0.326
H -1.878 3.665 -0.345
C 0.413 -4.020 -2.182
S 0.501 -2.527 -1.190
O 1.797 -2.562 -0.460
C -0.773 -3.007 -0.025
H 1.172 -3.942 -2.958
H 0.609 -4.881 -1.545
H -0.576 -4.093 -2.635
H -0.499 -3.944 0.454
H -1.720 -3.123 -0.551
H -0.857 -2.215 0.717
C -3.191 -8.200 -0.663
S -1.813 -7.379 0.141
O -2.070 -5.914 0.039
C -0.587 -7.783 -1.106
H -4.076 -8.025 -0.055
H -3.332 -7.778 -1.657
H -2.989 -9.269 -0.719
H -0.907 -7.389 -2.071
H -0.463 -8.864 -1.150
H 0.351 -7.321 -0.806
C -7.243 7.043 -6.179
S -5.616 6.536 -5.608
O -5.731 5.111 -5.205
C -5.638 7.502 -4.094
H -7.448 6.506 -7.102
H -7.987 6.783 -5.426
H -7.243 8.116 -6.369
H -6.494 7.208 -3.488
H -5.680 8.565 -4.335
H -4.717 7.276 -3.562
C -1.223 -5.456 3.416
S 0.270 -6.309 3.924
O -0.146 -7.638 4.449
C 0.605 -5.272 5.350
H -1.625 -5.993 2.559
H -1.944 -5.462 4.234
H -0.975 -4.436 3.125
H -0.244 -5.316 6.033
H 0.792 -4.246 5.029
H 1.494 -5.664 5.841
C 2.375 -2.802 8.258
S 3.125 -1.714 7.039
O 2.443 -1.986 5.748
C 4.707 -2.564 6.980
H 1.349 -2.470 8.406
H 2.384 -3.825 7.884
H 2.923 -2.729 9.197
H 4.548 -3.603 6.694
H 5.190 -2.499 7.954
H 5.318 -2.064 6.232
C 4.554 6.249 0.333
S 6.040 5.292 0.637
O 5.605 3.873 0.723
C 6.293 5.860 2.322
H 4.198 5.987 -0.662
H 3.797 5.984 1.071
H 4.777 7.315 0.372
H 5.410 5.629 2.918
H 6.487 6.933 2.317
H 7.157 5.333 2.720
*
```

The HOMO energy is -8.5 eV. The value obtained for the calculated total energy is -254191.75460 eV. The largest force on an atom is 0.0519 hartree/bohr. The calculation puts the LUMO energy at 0.390 eV.

ORCA calculation (wB97M-V/def2-TZVPD) on C5H8N as an isolated structure.

```
! wB97M-V def2-TZVPD RIJCOSX def2/J DEFGRID3
* xyz 1 1
C -0.829 -1.108 0.642
C 0.128 -0.546 0.161
C 2.291 0.104 -0.433
C -2.124 -1.655 1.053
C 0.283 1.943 -0.868
N 1.049 0.209 -0.369
H 2.969 0.952 -0.666
H 2.859 -0.857 -0.313
H -2.815 -1.687 0.180
H -2.087 -2.690 1.607
H -2.641 -0.865 1.634
H 1.203 2.448 -0.386
H -0.630 1.845 -0.343
H 0.344 1.909 -1.898
*
```

The HOMO energy is -14.2 eV. The value obtained for the calculated total energy is -6793.18920 eV. The largest force on an atom is 0.1171 hartree/bohr. The calculation puts the LUMO energy at -4.975 eV.

ORCA calculation (wB97M-V/def2-TZVPD) on C36H35BaBr2N2O2P as an isolated structure.

```
! wB97M-V def2-TZVPD RIJCOSX def2/J DEFGRID3
* xyz 0 1
Ba 0.168 -0.569 1.297
C 0.059 5.653 -0.821
C 0.921 5.478 0.390
C 1.620 6.575 0.869
C 2.456 6.480 1.963
C 2.605 5.263 2.614
C 1.910 4.165 2.148
C 1.068 4.248 1.043
P 0.305 2.680 0.530
C 0.895 2.541 -1.203
C 0.013 2.686 -2.262
C 0.422 2.489 -3.565
C 1.733 2.137 -3.825
C 2.620 1.989 -2.777
C 2.220 2.185 -1.463
C 3.229 2.033 -0.374
C -1.494 2.852 0.469
C -2.089 3.952 1.084
C -3.429 3.988 1.385
C -4.190 2.864 1.076
C -3.626 1.776 0.472
C -2.257 1.699 0.124
C -1.729 0.516 -0.464
H -0.421 6.629 -0.800
H -0.710 4.899 -0.897
H 0.665 5.600 -1.724
H 1.500 7.525 0.371
H 2.986 7.355 2.309
H 3.248 5.170 3.474
H 2.013 3.210 2.657
H -1.016 2.940 -2.047
H -0.286 2.607 -4.371
H 2.065 1.979 -4.840
H 3.648 1.723 -2.974
H 4.186 1.713 -0.780
H 2.920 1.297 0.373
H 3.384 2.965 0.170
H -1.472 4.798 1.356
H -3.866 4.851 1.861
H -5.243 2.846 1.308
H -4.239 0.914 0.237
H -1.034 0.648 -1.284
H -2.483 -0.218 -0.700
Br -1.277 -1.073 6.061
C -1.827 -2.431 4.885
C -2.408 -3.587 5.436
C -2.838 -4.606 4.632
Br -3.614 -6.143 5.414
C -2.702 -4.523 3.218
C -3.149 -5.527 2.331
C -2.984 -5.347 0.990
C -2.351 -4.168 0.553
N -1.910 -3.218 1.334
C -2.101 -3.376 2.673
C -1.658 -2.290 3.523
O -1.125 -1.273 2.957
H -2.513 -3.655 6.508
H -3.622 -6.413 2.722
H -3.329 -6.074 0.270
H -2.238 -4.009 -0.517
O 1.333 -1.782 -0.443
C 1.564 -2.821 -1.050
C 2.850 -3.016 -1.800
C 2.647 -3.161 -3.310
C 2.194 -4.543 -3.751
C 0.830 -4.965 -3.222
C 0.778 -5.075 -1.705
N 0.661 -3.794 -1.035
H 3.366 -3.892 -1.406
H 3.461 -2.138 -1.576
H 3.596 -2.922 -3.794
H 1.939 -2.400 -3.644
H 2.937 -5.274 -3.422
H 2.191 -4.588 -4.842
H 0.560 -5.934 -3.646
H 0.065 -4.258 -3.544
H 1.665 -5.599 -1.322
H -0.088 -5.659 -1.379
H -0.180 -3.598 -0.509
*
```

The HOMO energy is -5.8 eV. The value obtained for the calculated total energy is -195045.04533 eV. The largest force on an atom is 0.0348 hartree/bohr. The calculation puts the LUMO energy at -0.126 eV.

ORCA calculation (wB97M-V/def2-TZVPD) on a 7-piece molecular cluster, C36H93N7O11 overall.

```
! wB97M-V def2-TZVPD RIJCOSX def2/J DEFGRID3
* xyz 0 1
C 24.700 -16.126 -4.260
O 25.926 -16.779 -3.859
C 26.011 -17.030 -2.491
C 27.308 -17.769 -2.257
C 27.379 -19.068 -3.128
N 27.423 -18.001 -0.863
H 24.444 -16.465 -5.264
H 24.770 -15.045 -4.376
H 23.906 -16.331 -3.542
H 26.087 -16.053 -2.014
H 25.176 -17.617 -2.109
H 28.185 -17.182 -2.528
H 28.396 -19.239 -3.479
H 26.866 -19.024 -4.088
H 26.947 -19.946 -2.648
H 28.378 -17.979 -0.534
H 27.187 -17.191 -0.308
C 12.573 -8.052 2.441
O 11.699 -6.906 2.487
C 10.415 -7.184 3.115
C 9.627 -5.892 3.451
C 10.221 -4.863 4.446
N 8.236 -6.098 3.690
H 12.375 -8.647 3.333
H 13.645 -7.858 2.424
H 12.375 -8.569 1.502
H 9.740 -7.852 2.581
H 10.528 -7.624 4.106
H 9.626 -5.380 2.489
H 10.071 -5.207 5.469
H 9.828 -3.854 4.325
H 11.300 -4.803 4.300
H 7.806 -6.151 2.778
H 7.748 -5.333 4.134
C 18.595 -0.267 -13.672
O 18.326 -0.198 -12.294
C 19.089 -1.200 -11.559
C 19.878 -0.536 -10.373
C 20.866 -1.548 -9.639
N 18.990 -0.166 -9.242
H 18.017 0.533 -14.134
H 18.275 -1.191 -14.153
H 19.635 -0.033 -13.903
H 18.376 -1.905 -11.134
H 19.790 -1.775 -12.165
H 20.358 0.321 -10.846
H 21.304 -2.319 -10.273
H 20.351 -2.193 -8.926
H 21.725 -1.074 -9.165
H 18.163 0.299 -9.587
H 19.444 0.358 -8.507
C 19.284 -0.558 -20.266
O 20.320 -1.341 -19.811
C 20.594 -2.501 -20.557
C 22.190 -2.747 -20.445
N 22.472 -2.938 -19.069
C 23.884 -2.745 -18.572
C 24.076 -2.522 -17.024
O 23.485 -1.254 -16.681
C 24.098 -0.736 -15.487
H 19.342 0.344 -19.657
H 18.321 -1.041 -20.432
H 19.615 -0.199 -21.241
H 20.215 -2.281 -21.555
H 19.906 -3.250 -20.163
H 22.811 -1.925 -20.798
H 22.584 -3.543 -21.077
H 21.935 -2.146 -18.746
H 24.159 -1.754 -18.932
H 24.613 -3.474 -18.927
H 25.165 -2.561 -16.981
H 23.655 -3.352 -16.456
H 23.434 0.060 -15.151
H 25.073 -0.298 -15.701
H 24.230 -1.418 -14.647
C 19.886 -4.628 -2.464
O 21.143 -5.184 -2.065
C 21.211 -6.641 -2.223
C 22.597 -6.941 -2.713
N 22.765 -7.285 -4.137
C 24.186 -7.525 -4.520
C 25.052 -6.258 -4.648
O 24.906 -5.636 -5.946
C 25.943 -4.834 -6.314
H 19.182 -5.325 -2.010
H 19.749 -4.406 -3.522
H 19.827 -3.648 -1.990
H 20.538 -6.907 -3.038
H 21.025 -7.114 -1.259
H 22.917 -7.819 -2.151
H 23.360 -6.200 -2.477
H 22.546 -6.461 -4.677
H 24.297 -8.035 -5.477
H 24.734 -8.065 -3.747
H 26.094 -6.566 -4.557
H 25.036 -5.480 -3.884
H 26.941 -5.259 -6.200
H 25.977 -3.910 -5.736
H 25.816 -4.464 -7.331
C 15.708 -4.587 14.343
O 15.566 -3.550 13.485
C 15.306 -2.210 14.006
C 15.897 -1.216 12.979
N 14.952 -1.186 11.840
C 15.684 -0.700 10.630
C 15.026 -1.007 9.237
O 15.664 -0.215 8.198
C 16.412 -1.082 7.336
H 14.787 -4.590 14.926
H 16.533 -4.653 15.053
H 15.834 -5.466 13.711
H 15.819 -1.833 14.891
H 14.237 -2.067 14.160
H 16.854 -1.597 12.621
H 16.202 -0.229 13.327
H 14.561 -2.116 11.795
H 16.645 -1.213 10.595
H 15.958 0.355 10.650
H 14.021 -0.616 9.394
H 15.032 -2.076 9.021
H 17.014 -0.469 6.664
H 15.848 -1.814 6.758
H 17.132 -1.594 7.974
C 9.225 -14.392 -3.448
O 10.623 -14.632 -3.249
C 11.061 -14.921 -1.899
C 12.437 -15.686 -2.049
N 13.491 -14.773 -1.874
C 13.962 -14.168 -3.153
C 15.275 -13.518 -2.756
O 16.152 -14.438 -2.135
C 17.088 -13.726 -1.289
H 8.607 -15.078 -2.867
H 8.809 -14.240 -4.444
H 9.062 -13.435 -2.953
H 10.311 -15.587 -1.472
H 11.023 -13.986 -1.339
H 12.542 -16.096 -3.053
H 12.452 -16.480 -1.301
H 14.304 -15.284 -1.560
H 13.249 -13.511 -3.652
H 14.360 -14.946 -3.804
H 15.104 -12.638 -2.135
H 15.630 -13.152 -3.719
H 17.803 -13.179 -1.903
H 17.759 -14.276 -0.629
H 16.576 -13.042 -0.612
*
```

The HOMO energy is -8.6 eV. The value obtained for the calculated total energy is -71779.63191 eV. The largest force on an atom is 0.0701 hartree/bohr. The calculation puts the LUMO energy at 0.696 eV.

ORCA calculation (wB97M-V/def2-TZVPD) on one molecule with the formula C13H23NO3.

```
! wB97M-V def2-TZVPD RIJCOSX def2/J DEFGRID3
* xyz 0 1
C 0.926 4.321 2.537
C 0.008 3.883 1.402
C 0.721 3.053 0.333
C 1.185 1.689 0.842
C 1.795 0.818 -0.259
C 0.767 0.225 -1.223
C 0.011 -0.967 -0.613
C 0.900 -2.175 -0.536
N 1.773 -2.286 0.369
O 2.555 -3.450 0.316
C 0.575 -3.143 -1.633
C -0.482 -2.440 -2.485
C -1.137 -1.445 -1.523
C -2.203 -2.127 -0.686
O -2.491 -3.293 -0.723
O -2.803 -1.245 0.125
C -3.808 -1.768 0.984
H 1.784 4.863 2.144
H 0.393 4.975 3.223
H 1.288 3.464 3.100
H -0.823 3.304 1.811
H -0.412 4.773 0.927
H 1.583 3.611 -0.040
H 0.033 2.913 -0.504
H 1.939 1.836 1.616
H 0.342 1.169 1.300
H 2.340 -0.008 0.201
H 2.509 1.420 -0.825
H 1.277 -0.106 -2.130
H 0.042 0.989 -1.509
H -0.354 -0.679 0.374
H 3.142 -3.370 1.080
H 0.173 -4.052 -1.179
H 1.472 -3.424 -2.186
H -0.019 -1.905 -3.314
H -1.212 -3.141 -2.885
H -1.611 -0.605 -2.035
H -4.601 -2.236 0.398
H -4.195 -0.923 1.548
H -3.380 -2.515 1.656
*
```

The HOMO energy is -9.5 eV. The value obtained for the calculated total energy is -21486.02310 eV. The largest force on an atom is 0.0185 hartree/bohr. The calculation puts the LUMO energy at 0.816 eV.